Density functional theory data (the ωB97M-V functional and the def2-TZVPD basis) for one molecule with the formula C6H3F.

Summary:
* energy relative to the best compared isomer or geometry (same formula, charge and spin): 5.34 kJ/mol
* structure (SMILES): C#CC(C#C)=CF
* HOMO-LUMO gap: 9.758 eV
* LUMO level: 0.021 Eh
* maximum force: 1.15 eV Å⁻¹

```
! wB97M-V def2-TZVPD RIJCOSX def2/J DEFGRID3
* xyz 0 1
C 1.11736 2.29662 0.00708
C 0.62950 1.19079 -0.00128
C -0.11020 -0.04842 0.03546
C -1.55282 -0.06470 -0.02090
C -2.74723 -0.03966 -0.02985
C 0.43551 -1.25762 0.06827
F 1.74630 -1.49758 -0.05851
H 1.59034 3.24967 0.00682
H -3.82193 -0.05635 -0.01187
H -0.11788 -2.17718 0.17894
*
```

Density functional theory data (the ωB97M-V functional and the def2-TZVPD basis) for a 2-piece molecular cluster, C7H16N overall.

Summary:
* energy relative to the best compared isomer or geometry (same formula, charge and spin): 282.52 kJ/mol
* HOMO-LUMO gap: 10.386 eV
* LUMO level: -0.122 Eh
* maximum force: 4.67 eV Å⁻¹

```
! wB97M-V def2-TZVPD RIJCOSX def2/J DEFGRID3
* xyz 1 1
C -2.15063 1.25277 -1.04858
C -2.94452 0.22959 -0.90417
C -3.86198 -0.66802 -0.76442
C 1.05790 1.02363 -0.68072
C 2.77361 0.25877 1.34351
C 0.35720 -0.57953 1.12385
C 1.62186 -0.09537 0.33579
N -0.67920 -1.24636 0.24076
H -2.31705 2.21826 -0.49798
H -1.25893 1.20378 -1.59719
H -4.55272 -0.75558 -1.55545
H -3.90635 -1.29877 0.17081
H 0.59179 -1.36700 1.95201
H 0.64274 1.80140 -0.10647
H 0.33437 0.55503 -1.37158
H 2.02797 1.29305 -1.16526
H 2.44690 0.99397 2.08125
H 3.02285 -0.66264 1.87814
H 3.70110 0.71075 0.85423
H -0.11935 0.23968 1.51330
H 1.98618 -0.81774 -0.40500
H -0.89344 -0.66711 -0.60041
H -1.56361 -1.31545 0.79518
H -0.46957 -2.21841 -0.09873
*
```

Density functional theory data (the ωB97M-V functional and the def2-TZVPD basis) for a 3-piece molecular cluster, C22H43N2O6S2 overall.

Summary:
* HOMO-LUMO gap (alpha / beta): 8.793 / 9.462 eV
* LUMO level (alpha / beta): 0.020 / 0.018 Eh
* maximum force: 2.76 eV Å⁻¹
* ⟨S²⟩: 0.754

```
! wB97M-V def2-TZVPD RIJCOSX def2/J DEFGRID3
* xyz 0 2
C 2.71492 -0.46005 3.87502
N 3.48986 -0.05276 2.70254
C 3.97003 -1.24906 2.00505
C 2.83421 0.90272 1.90225
O 2.38556 1.86739 2.42285
C 2.73922 0.83429 0.38604
C 1.31856 0.67458 -0.21111
C 1.53201 0.81624 -1.74517
C 0.32582 1.79331 0.19672
C -0.91257 1.41545 1.05248
C -0.98894 2.42945 2.22489
C -2.18362 1.67264 0.23425
N -0.87312 0.06145 1.65740
O -0.13308 0.07026 2.71196
C -0.50032 -1.02669 0.74601
C -0.31714 -2.28535 1.61105
C -1.59547 -1.40051 -0.26479
C 0.83270 -0.80369 0.00280
H 1.99073 0.27538 4.18666
H 3.40683 -0.59016 4.70633
H 2.21512 -1.41687 3.74810
H 3.19638 -1.99324 1.81915
H 4.68788 -1.73559 2.66213
H 4.51902 -1.01915 1.10790
H 3.35914 0.07632 -0.07721
H 3.12425 1.78540 0.02763
H 2.44558 0.28772 -2.00570
H 1.64919 1.87213 -1.95791
H 0.67723 0.44462 -2.29005
H -0.06472 2.22953 -0.71352
H 0.83937 2.60444 0.68894
H -0.01365 2.69864 2.60097
H -1.43045 3.33146 1.80610
H -1.66926 2.09470 2.99730
H -2.13865 1.14371 -0.71122
H -3.06686 1.34128 0.77524
H -2.26374 2.72102 -0.00762
H -1.23864 -2.55536 2.12194
H -0.11194 -3.08635 0.90594
H 0.54018 -2.21871 2.26113
H -1.55854 -0.80621 -1.16784
H -1.51412 -2.45387 -0.49855
H -2.56560 -1.27702 0.21168
H 1.61216 -1.35601 0.50741
H 0.73868 -1.27669 -0.96636
C -3.79862 -6.24441 0.12108
C -3.47006 -5.53347 1.44070
C -2.02815 -5.90051 1.81303
S -1.18043 -6.23212 0.26461
O -0.80681 -7.62178 0.22941
O -0.22152 -5.18644 0.01221
C -2.60366 -5.99542 -0.79351
H -4.72225 -5.87246 -0.32023
H -3.91636 -7.31594 0.29722
H -3.55093 -4.45279 1.30184
H -4.16217 -5.81357 2.23357
H -1.51852 -5.08921 2.32781
H -1.98479 -6.80634 2.41483
H -2.54853 -6.68141 -1.63556
H -2.58478 -4.96432 -1.14697
C 0.44278 6.64222 -2.80698
C 1.57881 6.21205 -3.74424
C 1.45478 4.69697 -3.94977
S -0.28701 4.30569 -3.74658
O -0.43851 3.47758 -2.57550
O -0.84687 3.92225 -5.01568
C -0.81603 5.96525 -3.34055
H 0.33042 7.72499 -2.77701
H 0.65018 6.29632 -1.79173
H 1.47323 6.72368 -4.70312
H 2.55588 6.47336 -3.34040
H 1.77140 4.38969 -4.94327
H 2.01030 4.14163 -3.19576
H -1.62666 5.92205 -2.61673
H -1.15937 6.43567 -4.26154
*
```

Density functional theory data (the ωB97M-V functional and the def2-TZVPD basis) for C18H42F6IInN3O10S2 as an isolated structure.

Summary:
* HOMO-LUMO gap: 8.706 eV
* LUMO level: -0.112 Eh
* maximum force: 5.72 eV Å⁻¹

```
! wB97M-V def2-TZVPD RIJCOSX def2/J DEFGRID3
* xyz 1 1
In 1.30586 -0.52016 -0.03273
I 3.54301 0.19155 1.15148
C -0.50355 -0.74121 -5.38800
F -1.63029 0.02826 -5.18035
F -0.89483 -1.84079 -6.02648
F 0.40415 0.01281 -6.01332
S 0.28527 -1.07895 -3.72280
O -0.73723 -1.73591 -2.91606
O 1.47707 -1.85993 -3.95976
N 0.48094 0.30547 -3.21389
S 1.92968 0.86859 -3.09628
O 2.49325 0.54645 -1.78934
O 2.72281 0.82162 -4.24928
C 1.49110 2.70410 -3.08968
F 0.51924 2.83838 -3.99077
F 1.18853 3.12947 -1.85068
F 2.49156 3.47178 -3.52855
C -3.95861 -3.50317 1.22245
O -3.24712 -2.28714 0.84085
C -2.31763 -2.54607 -0.22550
C -0.94244 -2.84182 0.44163
N 0.23495 -2.39490 -0.38747
C 1.32720 -3.47050 -0.29510
C 2.51704 -3.25727 -1.24134
O 3.24842 -2.11925 -1.08973
C 4.68888 -2.11235 -1.14999
H -4.64395 -3.23083 1.98573
H -3.28070 -4.30823 1.60057
H -4.46147 -3.85403 0.31516
H -2.23730 -1.69176 -0.90154
H -2.59116 -3.48769 -0.75523
H -0.90372 -3.91382 0.51833
H -0.97753 -2.44327 1.45314
H -0.08330 -2.38863 -1.36787
H 0.97125 -4.48089 -0.48431
H 1.55887 -3.32484 0.76920
H 2.13590 -3.36010 -2.27895
H 3.18524 -4.08755 -1.08814
H 5.03734 -2.83244 -1.85844
H 5.09711 -2.25715 -0.13855
H 4.93165 -1.07814 -1.40914
C -3.31196 -0.23974 -2.54319
O -2.17976 0.09874 -1.85789
C -2.29213 1.13019 -0.95824
C -0.93358 1.57876 -0.57332
N -0.14442 0.97823 0.60173
C -1.10685 0.58028 1.74013
C -0.74612 1.07763 3.06969
O -0.00019 0.00197 3.63753
C 0.55934 0.28589 4.96314
H -3.56736 0.50845 -3.31053
H -4.17692 -0.22567 -1.85746
H -3.24818 -1.19615 -3.00099
H -3.00868 0.88601 -0.17045
H -2.76559 2.00835 -1.51944
H -0.92804 2.65990 -0.46225
H -0.39052 1.32475 -1.49140
H 0.47368 1.74932 0.94549
H -1.20458 -0.48614 1.77592
H -2.05969 0.99228 1.46709
H -1.65999 1.28132 3.67514
H -0.21969 2.05006 3.15997
H 1.45429 0.92333 4.89553
H 0.72033 -0.68317 5.44770
H -0.19297 0.85360 5.46154
C 1.76765 -2.35439 3.01796
O 1.03277 -1.65683 2.08068
H 2.32880 -1.71839 3.71323
H 0.98289 -2.95264 3.51131
H 2.47555 -3.05577 2.55446
H 0.41900 -1.14876 2.64751
C 0.57880 4.86402 3.09780
C -0.16532 4.40661 1.83862
C -0.86321 5.52276 0.99049
O 0.77461 3.76821 0.95692
H 1.14962 4.00927 3.42324
H -0.08169 5.13421 3.90417
H 1.33159 5.60163 2.80850
H -0.94217 3.70221 2.07376
H -1.28324 6.29952 1.60083
H -1.64737 5.15861 0.32834
H -0.06537 6.03819 0.38891
H 1.28117 4.37369 0.38859
*
```

Density functional theory data (the ωB97M-V functional and the def2-TZVPD basis) for C14H13AgAsN2O6S3 as an isolated structure.

Summary:
* HOMO-LUMO gap: 7.707 eV
* LUMO level: 0.081 Eh
* maximum force: 0.27 eV Å⁻¹

```
! wB97M-V def2-TZVPD RIJCOSX def2/J DEFGRID3
* xyz -1 1
Ag 0.00842 -0.68934 -0.60227
O -1.43500 -1.81211 3.64129
As -0.85107 -0.91610 2.20134
O 0.78877 -0.92031 2.18692
O -1.58979 -1.68013 0.93026
C -1.61083 0.84589 2.63948
C -2.15173 0.94222 3.92022
C -2.70806 2.12272 4.39340
C -2.73497 3.24082 3.57997
C -2.20056 3.16288 2.30286
C -1.64048 1.98600 1.82555
S -1.00422 2.06673 0.13745
O -1.17212 3.44535 -0.27905
O -1.81529 1.11525 -0.63257
O 0.39166 1.63173 0.22429
H -1.81124 -2.62673 3.29047
H -2.14307 0.07152 4.55893
H -3.11800 2.15679 5.39562
H -3.16665 4.17099 3.92895
H -2.20610 4.02018 1.64454
C -0.92242 1.36721 -3.81144
C 0.40267 0.68737 -3.81794
N 0.75067 -0.23426 -2.97693
C 2.02263 -0.70178 -3.20959
C 2.64840 -0.14139 -4.27904
S 1.63287 1.04492 -4.98245
C 2.58160 -1.68242 -2.27278
C 3.86679 -2.12280 -2.21121
S 4.05000 -3.17396 -0.87016
C 2.38129 -2.96531 -0.46966
N 1.75689 -2.18483 -1.29654
C 1.74631 -3.56222 0.73336
H -1.33969 1.31942 -2.80424
H -1.60467 0.86709 -4.50199
H -0.83153 2.41072 -4.11071
H 3.63823 -0.33931 -4.65349
H 4.69444 -1.86140 -2.84800
H 2.30968 -4.41573 1.10836
H 0.72810 -3.86147 0.48410
H 1.65807 -2.78420 1.50268
*
```

Density functional theory data (the ωB97M-V functional and the def2-TZVPD basis) for C15H30CdClO19 as an isolated structure.

Summary:
* energy relative to the best compared isomer or geometry (same formula, charge and spin): 0.00 kJ/mol
* HOMO-LUMO gap: 9.559 eV
* LUMO level: -0.073 Eh
* maximum force: 1.41 eV Å⁻¹

```
! wB97M-V def2-TZVPD RIJCOSX def2/J DEFGRID3
* xyz 1 1
Cd 0.12813 0.02556 0.31573
Cl 2.16730 -0.99836 2.80910
O 1.93377 0.09161 1.83833
O 1.11944 -0.93679 3.78790
O 2.11290 -2.24435 2.07869
O 3.45653 -0.82158 3.39128
C 4.19502 -1.43764 -0.77924
O 3.26740 -2.29192 -1.46370
C 2.01314 -1.93388 -1.52636
O 1.55849 -0.95767 -0.96254
O 1.25003 -2.71954 -2.25683
C 1.80996 -3.80676 -3.00296
H 5.09690 -1.43818 -1.38992
H 4.40715 -1.86015 0.19728
H 3.85681 -0.40812 -0.70428
H 1.03227 -4.54620 -3.16419
H 2.60152 -4.28871 -2.43251
H 2.20751 -3.46163 -3.95495
C -1.48746 -1.14091 -3.68652
O -2.07862 0.13350 -3.46731
C -1.80121 0.74178 -2.34328
O -1.13008 0.26490 -1.45293
O -2.27987 1.94696 -2.26792
C -3.30479 2.36796 -3.19303
H -2.01062 -1.62994 -4.50291
H -1.59162 -1.80982 -2.82913
H -0.42498 -1.05223 -3.90363
H -2.95929 2.25706 -4.21684
H -3.48515 3.41975 -2.99689
H -4.22040 1.81173 -3.00743
C -0.79913 -5.30771 0.47095
O -0.52189 -3.92706 0.28375
C -1.02894 -3.03667 1.08992
O -0.75360 -1.85847 1.00094
O -1.81691 -3.53489 2.01574
C -2.21427 -2.64526 3.06498
H -1.87382 -5.47054 0.59055
H -0.33277 -5.71887 1.36297
H -0.49831 -5.82906 -0.42956
H -1.37727 -2.46714 3.74011
H -3.04604 -3.08971 3.59805
H -2.51812 -1.67852 2.66433
C 2.66300 4.65698 1.09716
O 1.80325 3.48815 0.96440
C 1.57513 2.95859 -0.20172
O 0.81627 2.02324 -0.35484
O 2.25676 3.51705 -1.18470
C 2.21971 2.87160 -2.45512
H 2.66275 4.89796 2.15169
H 2.24259 5.44216 0.47716
H 3.67273 4.40441 0.78729
H 1.25792 2.38825 -2.62215
H 3.01566 2.13881 -2.55383
H 2.31397 3.66499 -3.19173
C -3.02000 1.77282 4.54843
O -2.08182 1.13658 3.67956
C -1.75193 1.67650 2.52552
O -1.02206 1.10045 1.75974
O -2.26861 2.87002 2.33402
C -1.88507 3.51308 1.11284
H -4.01363 1.76571 4.10121
H -2.73382 2.78634 4.81221
H -3.05050 1.16288 5.44569
H -2.05846 2.86849 0.25182
H -0.82154 3.75075 1.13799
H -2.45141 4.43166 1.01168
*
```

E_tot? In order: -330.1325, -330.7210, -2221.2798, -3510.7525, -4679.6832, -2646.6467 Ha.